Below is a single C22H24N2O6 molecule, with properties calculated with ωB97M-V/def2-TZVPD.

Computed properties:
Kohn-Sham gap ... 0.3319 Eh
SMILES string ... COc1ccc(CNC(=O)COC(=O)CN2C(=O)[C@H](C)Oc3ccc(C)cc32)cc1
LUMO energy ... 0.596 eV

ORCA input file:
```
! RIJCOSX wB97M-V def2-TZVPD def2/J DEFGRID3
* xyz 0 1
C -6.65989 -1.70618 -1.24000
O -5.60432 -0.86868 -1.64286
C -4.72853 -0.42503 -0.69966
C -3.71912 0.42422 -1.15478
C -2.77464 0.92472 -0.28360
C -2.80285 0.58301 1.06423
C -1.78539 1.11635 2.04203
N -0.56213 1.54645 1.40748
C -0.23338 2.84603 1.31658
O -0.83712 3.74195 1.86286
C 1.01053 3.15769 0.47626
O 1.58964 2.04178 -0.18554
C 1.08465 1.70542 -1.37831
O 0.12500 2.21989 -1.88250
C 1.91205 0.59915 -2.01492
N 2.61368 -0.18973 -1.02995
C 3.93086 0.09048 -0.81719
O 4.54073 0.88244 -1.50269
C 4.56354 -0.61426 0.38087
C 6.06923 -0.74577 0.19903
O 4.03667 -1.90634 0.62085
C 2.68150 -2.01650 0.53103
C 2.05067 -3.04317 1.21762
C 0.68362 -3.21085 1.11431
C -0.08256 -2.34844 0.33969
C -1.56057 -2.55675 0.21994
C 0.55014 -1.31466 -0.33900
C 1.92979 -1.15027 -0.26964
C -3.81236 -0.25494 1.51311
C -4.77138 -0.75673 0.65011
H -6.28931 -2.64612 -0.81752
H -7.22874 -1.91869 -2.14375
H -7.31074 -1.21153 -0.51184
H -3.69847 0.68407 -2.20108
H -2.01543 1.59185 -0.66375
H -2.18879 1.99841 2.55203
H -1.55472 0.35372 2.79378
H -0.02289 0.84436 0.92238
H 1.78614 3.56116 1.13063
H 0.72311 3.92088 -0.25519
H 2.68222 1.08618 -2.62758
H 1.28491 -0.02061 -2.65891
H 4.34776 0.03014 1.25525
H 6.52133 -1.12349 1.11102
H 6.27697 -1.43874 -0.61207
H 6.48752 0.22491 -0.04829
H 2.65520 -3.70750 1.81355
H 0.20398 -4.02146 1.64107
H -2.00782 -1.83920 -0.46187
H -1.76645 -3.56179 -0.14497
H -2.04199 -2.45160 1.19089
H -0.04888 -0.65708 -0.95128
H -3.85693 -0.52078 2.55985
H -5.54086 -1.40313 1.04143
*
```

---

Below is a single C7H8O2S molecule at a distorted geometry, with properties calculated with ωB97M-V/def2-TZVPD.

Computed properties:
Kohn-Sham gap (spin up / spin down) ... 0.2443 / 0.3033 Eh
LUMO energy (spin up / spin down) ... -1.574 / -0.846 eV

ORCA input file:
```
! RIJCOSX wB97M-V def2-TZVPD def2/J DEFGRID3
* xyz 0 1
C 2.30959 -2.54288 -0.72770
C 1.70286 -1.57651 -0.34009
C 1.16952 -0.41155 -0.23318
C 0.62418 0.73293 0.12706
C -1.46573 -1.44502 -0.52294
C -0.62388 1.32575 -0.54376
C 1.22198 1.58446 1.20891
O -2.10465 0.20740 1.35347
O -3.21235 0.38426 -0.97195
S -2.08553 0.09762 -0.10895
H 2.91131 -3.38326 -0.87649
H -1.80872 -1.93085 -1.42604
H -1.17466 -2.05795 0.33139
H -1.05193 2.36674 -0.21777
H -0.47633 1.36337 -1.56519
H 0.51562 1.55487 2.03808
H 1.50142 2.60568 0.73920
H 2.04730 1.12493 1.73595
*
```

---

Below is a molecular structure, C28H49N2O2P3Tc at a distorted geometry, with properties calculated with ωB97M-V/def2-TZVPD.

Computed properties:
Kohn-Sham gap (spin up / spin down) ... 0.2169 / 0.1961 Eh
<S²> ... 4.01
LUMO energy (spin up / spin down) ... -12.765 / -13.266 eV

ORCA input file:
```
! RIJCOSX wB97M-V def2-TZVPD def2/J DEFGRID3
* xyz 4 4
Tc 0.47985 2.07451 -0.63391
P 2.32616 1.35346 0.39185
P -1.01785 1.02639 0.89953
P 0.06183 4.19638 -0.13054
H 0.21457 -0.32358 -5.23792
C 0.57495 0.69105 -4.92328
C 1.96673 0.83747 -4.63844
H 2.68651 -0.01069 -4.58150
C 2.84761 -0.37135 0.06658
C 2.35166 1.41514 2.21302
C 3.68608 2.43056 -0.18567
C -2.73016 0.65775 0.26815
C -0.70145 -0.62486 1.70103
C -1.37103 1.97573 2.43701
C 0.87884 5.39310 -1.12491
C 0.42824 4.71399 1.58822
C -1.74834 4.42105 -0.28288
H 0.09999 1.52903 -5.48633
H 2.41594 1.85142 -4.74737
H 2.65253 -0.64319 -0.97937
H 2.29259 -1.08222 0.69200
H 3.92186 -0.48135 0.25830
H 1.73446 0.61754 2.64300
H 1.96961 2.37770 2.56658
H 3.38862 1.29619 2.54829
H 3.75588 2.34318 -1.28095
H 4.62090 2.10672 0.29873
H 3.43102 3.46929 0.07905
H -3.43436 0.63087 1.12300
H -2.71349 -0.32741 -0.22999
H -3.02446 1.45212 -0.43889
H -1.27933 -0.72524 2.62146
H 0.35493 -0.78241 1.93276
H -1.05193 -1.41211 1.02550
H -2.14114 2.72290 2.25888
H -0.47644 2.47365 2.80511
H -1.74262 1.31205 3.21644
H 1.20249 6.19904 -0.46132
H 0.16976 5.75318 -1.87137
H 1.75800 4.97170 -1.61582
H 0.62877 5.79214 1.48338
H 1.31468 4.19312 1.99538
H -0.45231 4.55243 2.23287
H -1.86193 5.48875 -0.49604
H -2.25914 4.13617 0.64484
H -2.15869 3.82838 -1.10929
C -0.63284 0.90707 -3.43773
C -1.97347 1.17515 -3.91288
C -2.36711 2.50192 -4.06708
C -1.40205 3.53295 -3.86479
C -0.14732 3.28830 -3.34227
C 0.21777 1.99684 -2.80560
O -0.75091 -0.36836 -2.79223
H -0.28862 -0.42096 -1.97140
H -2.70909 0.36725 -4.10363
H -3.34768 2.79266 -4.40774
H -1.66634 4.58725 -4.10389
H 0.63275 4.04746 -3.35823
H 1.27435 1.71253 -2.97797
C 0.59294 -6.19792 2.52096
N 0.67066 -5.19541 1.47524
N -0.39693 -4.50075 1.06563
C -0.05424 -3.72830 -0.06278
O -0.78286 -2.86900 -0.54815
C 1.29029 -4.16957 -0.36651
C 1.68486 -5.03276 0.59453
C 2.99015 -5.73797 0.76424
C -1.52265 -4.22640 1.90809
C -1.35254 -3.98949 3.27334
C -2.44833 -3.58977 4.03299
C -3.69781 -3.40291 3.43022
C -3.85400 -3.63341 2.05011
C -2.76857 -4.05798 1.29040
H 0.70542 -5.74723 3.51948
H 1.42544 -6.90275 2.37639
H -0.35274 -6.76437 2.47571
H 1.86954 -3.81294 -1.21091
H 3.42094 -5.56183 1.75985
H 2.91943 -6.82594 0.59669
H 3.69213 -5.32309 0.02807
H -0.36519 -4.09388 3.72772
H -2.32136 -3.42946 5.10207
H -4.55571 -3.08403 4.01920
H -4.81712 -3.48590 1.56756
H -2.86158 -4.25672 0.22017
*
```

---

Below is 2 unconnected molecules or ions with the total composition C4H8N2O, with properties calculated with ωB97M-V/def2-TZVPD.

Computed properties:
Kohn-Sham gap ... 0.4019 Eh
SMILES string ... [H]/N=C/CCN=C=O.[H][H]
LUMO energy ... 0.924 eV

ORCA input file:
```
! RIJCOSX wB97M-V def2-TZVPD def2/J DEFGRID3
* xyz 0 1
H -2.22050 1.59225 -0.95896
N -1.36276 1.35769 -0.46101
C -0.50660 0.83909 -1.24015
C 0.83313 0.38372 -0.74183
C 0.94943 0.29278 0.78121
N -0.06552 -0.53562 1.39443
C -1.25510 -0.41093 1.58471
O -2.39976 -0.45286 1.84200
H -0.67600 0.67499 -2.31297
H 1.58562 1.10227 -1.10292
H 1.05653 -0.58479 -1.20943
H 0.92965 1.29255 1.22917
H 1.91777 -0.15935 1.01322
H 0.66898 -3.01935 -0.27647
H 0.42776 -2.55001 0.25001
*
```

---

Below is a single C5H9NO2 molecule at a distorted geometry, with properties calculated with ωB97M-V/def2-TZVPD.

Computed properties:
Kohn-Sham gap ... 0.3539 Eh
SMILES string ... O[C@@H]1C[C@@H](O)[C@@H]2N[C@H]21
LUMO energy ... 0.360 eV

ORCA input file:
```
! RIJCOSX wB97M-V def2-TZVPD def2/J DEFGRID3
* xyz 0 1
O 2.26382 -0.95706 -0.27562
C 1.16418 -0.35610 0.34506
C -0.10711 -1.27400 0.19070
C -1.10978 -0.33474 -0.27689
O -2.52370 -0.71512 -0.12001
C -0.56309 0.96031 0.31779
N 0.08291 2.25190 -0.13958
C 0.70314 0.92615 -0.28826
H 3.12710 -0.84333 0.51340
H 1.32979 -0.27492 1.39770
H 0.10142 -1.94901 -0.70337
H -0.40182 -1.95297 1.06387
H -1.04965 -0.22301 -1.41037
H -2.82080 -0.60474 0.81254
H -0.38227 0.77353 1.31490
H 0.28734 2.69827 0.78770
H 0.78366 0.46058 -1.36464
*
```

---

Below is 2 unconnected molecules or ions with the total composition C3H4N2O5 at a distorted geometry, with properties calculated with ωB97M-V/def2-TZVPD.

Computed properties:
Kohn-Sham gap ... 0.3525 Eh
SMILES string ... O=COc1nonc1O.O
LUMO energy ... -0.742 eV

ORCA input file:
```
! RIJCOSX wB97M-V def2-TZVPD def2/J DEFGRID3
* xyz 0 1
O -1.55580 1.27844 1.33372
C -1.97029 0.31102 0.71103
O -1.22308 -0.68943 0.29363
C 0.39210 -0.63625 0.48791
N 0.98128 -1.28243 1.44439
O 1.85921 -2.11660 0.85879
N 1.91258 -1.93012 -0.48903
C 1.09202 -0.95585 -0.73907
O 0.64246 -0.50836 -1.88945
H -2.97431 0.29180 0.26190
H 0.01808 0.25330 -1.71970
O 0.28845 1.70715 -0.50202
H -0.54052 2.18167 0.05553
H 1.07784 2.09566 -0.10763
*
```

---

Below is 2 unconnected molecules or ions with the total composition C3H2OS at a distorted geometry, with properties calculated with ωB97M-V/def2-TZVPD.

Computed properties:
Kohn-Sham gap (spin up / spin down) ... 0.2784 / 0.2784 Eh
SMILES string ... C1=CC=1.O=S
LUMO energy (spin up / spin down) ... -0.726 / -0.718 eV

ORCA input file:
```
! RIJCOSX wB97M-V def2-TZVPD def2/J DEFGRID3
* xyz 0 1
C -0.20125 -0.42267 -0.07119
C -1.56664 -0.55781 0.37596
C -0.99391 0.70358 0.26802
H -2.45688 -1.10045 0.47728
H -1.13455 1.80540 0.09782
O 3.44936 -0.51201 -1.17874
S 2.90387 0.08396 0.03085
*
```

---

Sequential total energy output: -38469.992 -22311.333 -66926.959 -9304.098 -10909.756 -16388.169 -16019.483 eV
Sequential ΔE to the lowest compared entry with this formula, charge and spin output: 104.5 680.9 0.0 221.4 658.0 350.7 466.4 kJ/mol